(1)
Here is a cluster of 9 separate species, C2H22O10 in total in a non-equilibrium geometry from the Open Molecules 2025 dataset. Energies are from the ωB97M-V functional and the def2-TZVPD basis.

```
34
Properties=species:S:1:pos:R:3:forces:R:3
O 0.568 1.381 -2.429 0.83 -2.02 -0.62
H 1.436 1.511 -2.819 0.19 0.17 0.07
H 0.273 2.192 -2.115 -0.89 2.40 0.72
O -0.431 -0.591 -0.623 -0.86 -0.46 0.42
H -0.111 0.005 -1.293 0.53 0.36 -0.52
H 0.203 -0.547 0.094 0.22 0.18 0.03
O 2.372 -1.900 -0.559 0.59 0.37 -1.29
H 2.621 -1.615 0.304 0.26 0.16 1.07
H 1.525 -2.311 -0.453 -0.72 -0.59 0.26
O 0.306 -0.901 -3.858 0.64 0.02 0.07
H 0.311 -0.015 -3.457 -0.25 -0.50 -0.32
H 1.224 -1.210 -3.758 -0.55 0.03 -0.04
O 0.064 -3.484 1.114 1.20 1.13 0.35
H -0.408 -3.362 0.241 0.24 0.39 1.73
H 0.500 -2.652 1.533 -1.58 -1.88 -1.39
O 0.803 -1.213 2.458 -0.17 -0.49 -0.11
H 1.394 -1.160 3.202 0.29 0.10 0.37
H 0.678 -0.331 2.099 0.19 0.65 0.01
O -3.159 0.795 -2.076 -2.17 2.05 -0.01
H -3.654 0.716 -1.250 0.24 -0.16 -0.24
H -2.455 0.209 -2.031 1.96 -1.93 0.27
O -1.410 -3.045 -1.073 0.51 1.84 0.27
H -1.145 -2.060 -0.903 -0.59 -1.91 -0.59
H -0.598 -3.413 -1.433 -0.12 -0.11 -0.68
C -0.431 2.065 1.125 0.44 -1.93 0.89
C -0.651 2.611 2.563 0.00 0.39 -2.10
O 0.526 3.316 2.771 1.50 1.02 1.30
O 0.764 1.198 1.127 -0.83 0.06 0.19
H -0.319 2.701 0.270 0.03 1.34 0.23
H -1.198 1.390 0.822 -0.77 -0.62 -0.03
H -0.835 1.837 3.302 0.05 -0.35 -0.14
H -1.480 3.330 2.608 0.03 -0.26 -0.15
H 1.134 2.861 3.368 -0.37 0.08 -0.10
H 1.584 1.692 1.129 -0.07 0.48 0.07
```
Positions in Å, forces in eV/Å.

- Orbital gap: 9.51 eV
- Structure (SMILES): OCCO.O.O.O.O.O.O.O.O
- Energy relative to the best compared isomer or geometry (same formula, charge and spin): 142.1 kJ/mol
- Total energy: -841.74046 a.u.



(2)
Here is a cluster of 7 separate species, C2H16O6 in total in a non-equilibrium geometry from the Open Molecules 2025 dataset. Energies are from the ωB97M-V functional and the def2-TZVPD basis.

```
24
Properties=species:S:1:pos:R:3:forces:R:3
C 0.748 3.170 3.163 -3.10 -2.13 1.20
C 0.261 2.923 4.416 -0.08 -1.42 1.01
H 0.414 2.402 2.384 1.12 1.09 1.36
H 0.977 4.147 2.802 0.53 0.45 0.04
H -0.165 1.922 4.871 0.89 1.49 -2.04
H 0.217 3.542 5.338 0.64 0.57 -1.28
H -2.316 -1.277 -1.850 0.78 -0.28 -0.25
H -1.012 -1.102 -2.749 -1.45 -1.60 1.26
O -1.580 -1.787 -2.256 0.32 1.92 -1.06
H -2.891 0.197 1.011 -0.11 -0.77 -2.41
H -2.071 0.948 0.156 1.16 1.01 -0.83
O -2.660 0.215 0.013 -1.08 -0.28 3.20
H 0.601 -2.803 -0.447 -1.18 -1.35 5.20
H 0.126 -3.054 -1.808 -0.41 0.16 -0.35
O 0.772 -2.584 -1.283 2.04 1.24 -4.64
H -0.061 1.296 -0.542 -0.32 1.09 1.30
H 0.370 1.979 0.734 1.57 -0.04 0.97
O -0.357 1.951 0.157 -1.32 -1.06 -2.58
H 1.321 -3.291 -4.977 -1.24 0.22 0.15
H 0.659 -4.553 -4.727 -0.47 -0.86 0.16
O 0.408 -3.638 -4.814 1.72 0.65 -0.26
H 2.389 -0.016 0.823 -0.77 1.03 -1.25
H 1.930 -0.787 -0.374 -0.49 2.79 0.13
O 1.921 0.201 -0.040 1.26 -3.92 0.98
```
Positions in Å, forces in eV/Å.

- Orbital gap: 10.78 eV
- Structure (SMILES): C=C.O.O.O.O.O.O
- Energy relative to the best compared isomer or geometry (same formula, charge and spin): 290.6 kJ/mol
- Total energy: -537.13448 a.u.



(3)
Here is an isolated molecule of C3H5FO in a non-equilibrium geometry from the Open Molecules 2025 dataset. Energies are from the ωB97M-V functional and the def2-TZVPD basis.

```
10
Properties=species:S:1:pos:R:3:forces:R:3
C -0.229 -1.062 -0.466 2.00 -2.49 -0.66
C 0.560 0.051 0.074 -0.26 2.87 3.70
C -0.354 1.281 0.606 3.71 1.94 -1.63
H -1.110 -1.313 0.130 -0.31 0.35 -0.49
H 0.449 -2.041 -0.398 -1.52 1.88 -0.76
H 1.187 -0.134 1.014 -0.98 -0.55 -1.07
H 1.299 0.487 -0.562 0.23 0.10 -0.94
H -1.402 1.038 0.661 -0.93 0.15 0.51
O 0.129 2.420 0.761 -1.79 -3.49 -0.06
F -0.529 -0.726 -1.820 -0.16 -0.76 1.40
```
Positions in Å, forces in eV/Å.

- Orbital gap: 10.78 eV
- Structure (SMILES): O=CCCF
- Energy relative to the best compared isomer or geometry (same formula, charge and spin): 77.1 kJ/mol
- Total energy: -292.36695 a.u.



(4)
Here is a cluster of 2 separate species, C7H10 in total from the Open Molecules 2025 dataset. Energies are from the ωB97M-V functional and the def2-TZVPD basis.

```
17
Properties=species:S:1:pos:R:3:forces:R:3
C -1.312 1.224 0.588 0.16 0.05 -0.02
C -0.796 -0.184 0.635 0.11 0.08 0.07
C -1.262 -0.913 -1.343 0.13 0.06 -0.05
C -0.236 -0.990 -0.437 -0.13 -0.03 0.10
C 2.006 -0.227 -0.872 0.06 0.10 0.07
C 1.989 0.120 0.445 -0.19 0.07 0.23
C 1.644 0.374 1.617 -0.02 -0.12 -0.39
H -2.411 1.262 0.558 0.27 -0.09 -0.04
H -1.001 1.694 1.523 -0.06 0.10 -0.13
H -0.909 1.805 -0.245 0.03 -0.12 0.11
H -1.263 -0.789 1.414 0.41 0.11 0.06
H -1.705 -1.793 -1.811 0.31 0.13 -0.02
H -1.659 0.044 -1.669 -0.03 -0.12 0.28
H 0.112 -1.972 -0.126 0.12 0.18 -0.20
H 1.989 0.605 -1.576 -0.19 -0.24 -0.04
H 2.646 -1.062 -1.164 -0.43 -0.03 -0.02
H 2.166 0.801 2.464 -0.55 -0.13 0.00
```
Positions in Å, forces in eV/Å.

- Orbital gap (spin up / spin down): 7.53 / 7.54 eV
- Energy relative to the best compared isomer or geometry (same formula, charge and spin): 648.3 kJ/mol
- Total energy: -272.47107 a.u.